Record 1
{
  "formula": "C7H14O3",
  "method": "ωB97M-V/def2-TZVPD",
  "elements": ["C", "C", "C", "C", "C", "C", "C", "H", "H", "H", "H", "H", "H", "H", "H", "H", "H", "H", "H", "H", "H", "O", "O", "O"],
  "coordinates": [[2.6315, 0.8558, -0.1656], [1.2193, 0.1860, -0.5497], [0.0360, 1.3034, -0.0827], [-1.2674, 0.5978, 0.4484], [-1.5598, -0.5772, -0.5588], [-0.3594, -1.6397, -0.4925], [1.0663, -1.2716, 0.0790], [2.9373, 1.4707, -1.1905], [3.4843, -0.0273, -0.2358], [2.3596, 1.3454, 0.8170], [1.3537, 0.0393, -1.6668], [0.5827, 2.0255, 0.6129], [-0.4853, 1.7402, -0.8744], [-1.2642, 0.1400, 1.4311], [-3.4065, 0.9726, 1.7275], [-1.7494, -0.1163, -1.5679], [-3.0995, -0.0036, 0.2414], [-0.1435, -2.1513, -1.4234], [-0.6678, -2.4440, -0.0083], [1.9474, -1.9892, 0.1261], [1.1346, 0.2394, 2.0404], [-2.4847, 1.5514, 0.0956], [-2.8054, -1.0689, -0.2257], [0.5405, -1.1785, 1.4229]],
  "atomic_forces_ev_per_a": [[0.19, -1.83, -2.95], [1.81, 0.54, -0.18], [1.11, -2.82, 1.90], [0.53, 0.16, -2.71], [2.18, 0.69, 0.09], [1.44, 1.39, -3.28], [-3.52, 2.64, 1.10], [-0.81, -0.58, 3.37], [-2.11, 2.31, 1.00], [1.81, -0.05, -1.15], [-1.01, 0.14, 1.16], [-1.31, -0.73, -0.99], [0.43, 1.49, -1.89], [-0.24, 0.72, 0.23], [1.54, 1.35, -3.19], [1.15, -0.18, 0.43], [-0.15, -4.14, -2.25], [-0.27, 0.49, -1.13], [-1.86, -3.38, 2.94], [-1.14, 0.95, -0.97], [-1.50, -4.28, -1.50], [0.13, -2.72, 5.05], [-1.45, 3.27, 2.72], [3.08, 4.55, 2.20]],
  "lowdin_charge": [-0.11, -0.30, -0.07, -0.32, -0.38, -0.08, -0.32, 0.12, 0.12, 0.04, 0.13, 0.11, 0.08, 0.10, 0.39, 0.16, 0.13, 0.11, 0.06, 0.16, 0.32, -0.15, -0.11, -0.17],
  "charge": 0
}


Record 2
{
  "formula": "C15H21Cl2NO2S2",
  "method": "ωB97M-V/def2-TZVPD",
  "elements": ["C", "C", "C", "C", "H", "H", "S", "N", "S", "O", "O", "C", "C", "C", "C", "C", "C", "H", "H", "C", "H", "H", "H", "H", "H", "C", "C", "C", "C", "H", "H", "Cl", "Cl", "H", "H", "H", "H", "H", "H", "H", "H", "H", "H"],
  "coordinates": [[-0.7310, 3.4665, 1.1537], [-0.5209, 3.4713, -0.3555], [-0.3518, 2.0721, -0.9462], [-1.5598, 1.1681, -0.7630], [-1.5381, 0.3586, -1.4872], [-2.4980, 1.7150, -0.8100], [-1.4943, 0.3640, 0.9138], [-0.1124, -0.3633, 1.0230], [0.2205, -1.6477, 0.0496], [-0.2806, -1.4251, -1.2917], [-0.2205, -2.8565, 0.6930], [1.9999, -1.5753, 0.0468], [2.6998, -2.1465, 1.0916], [4.0779, -2.0414, 1.1182], [4.7591, -1.3652, 0.1084], [4.0323, -0.7968, -0.9311], [2.6515, -0.8981, -0.9630], [2.0697, -0.4731, -1.7661], [4.5499, -0.2724, -1.7213], [6.2531, -1.2649, 0.1530], [6.5730, -0.7883, 1.0783], [6.6322, -0.6879, -0.6861], [6.6983, -2.2584, 0.1215], [4.6374, -2.4869, 1.9279], [2.1506, -2.6702, 1.8573], [-2.7671, -0.9458, 0.5954], [-4.1348, -0.3489, 0.4452], [-5.2675, -1.1890, -0.0740], [-4.7184, -0.0892, -0.9229], [-5.3328, 0.7858, -1.0723], [-4.1390, -0.3810, -1.7858], [-6.8548, -0.9802, 0.6450], [-4.9642, -2.8559, -0.5265], [-4.3991, 0.3489, 1.2321], [-2.7071, -1.6041, 1.4631], [-2.4455, -1.5007, -0.2838], [0.5094, 1.5797, -0.4849], [-0.1447, 2.1652, -2.0149], [-1.3637, 3.9699, -0.8402], [0.3777, 4.0467, -0.5878], [-0.6545, 4.4781, 1.5460], [0.0196, 2.8475, 1.6387], [-1.7112, 3.0756, 1.4128]],
  "atomic_forces_ev_per_a": [[0.01, 0.19, -0.22], [0.12, -0.16, 0.04], [-0.04, 0.25, 0.08], [0.12, -0.15, 0.34], [-0.16, -0.01, 0.07], [-0.17, 0.07, 0.02], [-1.21, -0.31, -1.11], [1.13, -0.79, 0.03], [-0.15, 0.51, 0.49], [0.34, 0.03, -0.17], [0.29, -0.12, 0.06], [-0.54, 0.04, -0.01], [0.00, -0.13, 0.11], [-0.10, 0.05, -0.09], [-0.05, 0.01, -0.01], [-0.04, -0.05, 0.08], [-0.09, 0.03, -0.15], [-0.01, 0.08, -0.13], [0.05, 0.04, -0.07], [-0.01, -0.02, 0.02], [0.08, 0.04, 0.03], [0.07, 0.03, -0.03], [0.09, -0.03, -0.01], [0.04, -0.06, 0.09], [0.01, -0.09, 0.15], [0.21, 0.31, 0.19], [0.08, 0.00, 0.10], [0.08, 0.10, -0.03], [-0.16, -0.03, -0.07], [-0.10, 0.02, 0.07], [0.10, -0.11, -0.02], [0.06, 0.09, 0.01], [0.06, 0.12, 0.00], [-0.19, -0.02, -0.03], [0.05, 0.02, 0.01], [-0.03, 0.03, 0.01], [0.09, 0.03, -0.13], [-0.01, -0.13, 0.02], [0.02, 0.07, -0.07], [-0.04, 0.05, -0.05], [-0.03, 0.05, 0.12], [0.11, -0.05, 0.15], [-0.09, 0.02, 0.12]],
  "lowdin_charge": [-0.13, -0.26, -0.26, -0.31, 0.07, 0.09, 1.02, -0.49, 0.56, -0.34, -0.30, -0.29, -0.05, -0.03, -0.27, -0.03, -0.05, 0.11, 0.11, -0.05, 0.08, 0.07, 0.08, 0.12, 0.12, -0.32, -0.37, -1.20, -0.14, 0.11, 0.11, 0.64, 0.67, 0.14, 0.11, 0.07, 0.09, 0.12, 0.11, 0.11, 0.07, 0.07, 0.05],
  "charge": 0
}


Record 3
{
  "formula": "C33H43N8O2PZr",
  "method": "ωB97M-V/def2-TZVPD",
  "elements": ["Zr", "O", "C", "N", "C", "O", "C", "C", "C", "C", "C", "N", "C", "C", "C", "C", "C", "N", "H", "H", "H", "H", "H", "H", "H", "H", "N", "P", "N", "C", "C", "C", "C", "C", "N", "C", "C", "C", "C", "C", "N", "C", "C", "C", "C", "C", "H", "H", "H", "H", "H", "H", "H", "H", "H", "H", "H", "H", "H", "H", "H", "H", "H", "H", "H", "H", "H", "H", "H", "H", "H", "H", "H", "H", "H", "H", "N", "C", "C", "C", "C", "C", "C", "H", "H", "H", "H", "H"],
  "coordinates": [[-0.1815, 0.5378, 0.3767], [2.0544, -1.1686, 3.2324], [1.4101, -1.1787, 2.2055], [1.6846, -0.5613, 1.0139], [2.9218, -0.1377, 0.6464], [4.0097, -0.4993, 1.0428], [2.8451, 0.9388, -0.4302], [3.9941, 1.5969, -0.8367], [3.8734, 2.5989, -1.7862], [2.6190, 2.9050, -2.3013], [1.5172, 2.2152, -1.8277], [1.6301, 1.2627, -0.8953], [0.0620, -1.8840, 2.1418], [-0.3525, -2.7107, 3.1687], [-1.5345, -3.4154, 2.9845], [-2.2532, -3.2506, 1.8070], [-1.7950, -2.3464, 0.8581], [-0.6550, -1.6811, 1.0293], [4.9389, 1.2994, -0.4067], [4.7482, 3.1366, -2.1267], [2.4891, 3.6700, -3.0529], [0.5092, 2.4039, -2.1810], [0.2550, -2.7945, 4.0574], [-1.8939, -4.0904, 3.7501], [-3.1728, -3.7884, 1.6293], [-2.3474, -2.1208, -0.0446], [-0.9935, 1.4122, 2.0148], [-0.6228, 2.8888, 2.3164], [-0.4280, 3.7342, 0.8445], [-1.6963, 3.7878, 0.0805], [-1.5163, 4.6293, -1.1725], [-1.2456, 6.1019, -0.8198], [-0.5940, 6.2022, 0.5632], [0.3194, 5.0091, 0.8058], [0.8461, 3.1680, 3.0890], [2.0372, 2.8676, 2.2947], [3.2861, 3.4148, 2.9700], [3.4254, 2.8305, 4.3705], [2.1465, 3.0710, 5.1645], [0.9413, 2.5311, 4.4100], [-1.7518, 3.6561, 3.2662], [-1.5109, 4.8888, 4.0159], [-2.2302, 4.8348, 5.3568], [-3.7489, 4.7661, 5.1503], [-4.0916, 3.9856, 3.8722], [-3.0143, 2.9620, 3.5511], [-2.4913, 4.2268, 0.7013], [-1.9995, 2.7679, -0.1736], [-2.4060, 4.5262, -1.7946], [-0.6855, 4.2199, -1.7560], [-2.1745, 6.6760, -0.8343], [-0.5936, 6.5499, -1.5728], [-1.3598, 6.2196, 1.3410], [-0.0247, 7.1281, 0.6667], [0.8708, 5.1260, 1.7390], [1.0627, 4.9529, -0.0009], [1.9238, 3.2931, 1.2945], [2.1420, 1.7755, 2.1934], [3.2162, 4.5064, 3.0204], [4.1576, 3.1695, 2.3580], [4.2896, 3.2545, 4.8847], [3.5987, 1.7523, 4.2877], [2.0087, 4.1440, 5.3354], [2.2019, 2.5902, 6.1437], [0.0198, 2.7185, 4.9616], [1.0326, 1.4400, 4.2863], [-1.8689, 5.7638, 3.4559], [-0.4352, 5.0205, 4.1495], [-1.9589, 5.7056, 5.9563], [-1.8800, 3.9566, 5.9057], [-4.1588, 5.7764, 5.0834], [-4.2170, 4.2996, 6.0194], [-4.1759, 4.6697, 3.0229], [-5.0561, 3.4857, 3.9655], [-3.2868, 2.3602, 2.6842], [-2.8941, 2.2637, 4.3903], [-1.5515, 0.4418, -0.9710], [-2.9033, 0.3221, -1.1024], [-3.5407, 0.3982, -2.3603], [-4.9132, 0.2881, -2.4801], [-5.7154, 0.0969, -1.3588], [-5.1117, 0.0328, -0.1081], [-3.7385, 0.1521, 0.0264], [-2.9235, 0.5377, -3.2393], [-5.3643, 0.3476, -3.4639], [-6.7891, 0.0066, -1.4576], [-5.7171, -0.1003, 0.7815], [-3.2852, 0.1411, 1.0166]],
  "atomic_forces_ev_per_a": [[-1.43, -0.17, -1.12], [0.01, -0.07, -0.11], [0.09, -0.17, 0.23], [0.17, -0.05, 0.01], [0.25, 0.13, 0.12], [-0.10, 0.01, 0.00], [0.08, 0.07, 0.12], [-0.17, -0.09, -0.18], [-0.06, 0.00, 0.00], [0.00, -0.04, 0.04], [0.03, -0.04, 0.01], [0.24, 0.25, 0.13], [0.28, -0.08, 0.16], [-0.10, -0.08, -0.24], [-0.02, 0.06, -0.07], [0.10, 0.08, -0.02], [-0.08, -0.07, 0.11], [-0.01, 0.31, 0.34], [0.02, -0.01, 0.01], [0.01, 0.01, -0.01], [0.01, 0.01, -0.01], [0.07, -0.01, 0.00], [0.03, -0.01, -0.01], [0.00, 0.00, 0.01], [-0.02, -0.01, 0.01], [0.00, -0.01, 0.01], [0.28, 0.17, -0.08], [-0.08, -0.01, -0.10], [0.10, -0.04, 0.26], [-0.12, -0.11, -0.05], [-0.02, -0.04, -0.05], [-0.02, -0.02, -0.01], [0.03, 0.02, 0.00], [0.01, 0.03, 0.04], [-0.15, 0.21, -0.07], [0.11, -0.05, -0.15], [0.02, -0.01, -0.04], [0.03, -0.03, 0.00], [-0.03, 0.00, 0.06], [-0.02, -0.11, 0.04], [0.22, -0.33, 0.00], [0.10, 0.13, -0.08], [0.03, 0.02, 0.02], [-0.01, 0.03, 0.02], [0.00, 0.00, -0.04], [-0.11, -0.12, -0.01], [-0.03, -0.02, -0.04], [0.00, 0.16, 0.01], [0.00, 0.03, -0.01], [-0.03, 0.02, 0.05], [0.00, -0.02, 0.01], [0.01, 0.00, 0.00], [-0.02, 0.00, 0.02], [0.00, 0.00, -0.02], [-0.06, 0.05, -0.04], [0.01, 0.03, 0.00], [0.09, -0.14, 0.12], [0.03, 0.01, 0.01], [-0.02, 0.00, 0.00], [0.00, -0.01, 0.01], [-0.01, 0.02, 0.00], [0.00, 0.00, 0.00], [0.00, 0.00, -0.01], [0.01, -0.01, -0.02], [-0.03, 0.03, 0.01], [0.00, 0.07, 0.05], [-0.01, -0.01, 0.01], [-0.03, -0.03, 0.00], [0.00, 0.00, -0.02], [0.00, -0.01, -0.01], [0.00, 0.00, 0.01], [0.01, -0.02, 0.00], [0.00, 0.00, 0.00], [-0.01, -0.01, 0.01], [0.01, 0.04, 0.04], [-0.02, 0.02, -0.01], [0.68, -0.21, 0.91], [-0.17, 0.27, -0.33], [0.07, -0.06, 0.10], [-0.09, -0.01, 0.06], [-0.02, 0.00, -0.01], [-0.02, 0.01, -0.05], [-0.07, 0.03, -0.01], [0.03, 0.00, 0.01], [-0.03, 0.00, 0.01], [0.00, 0.00, 0.00], [-0.04, 0.00, -0.01], [-0.01, 0.00, -0.14]],
  "lowdin_charge": [1.52, 0.09, -0.46, -0.02, -0.47, 0.10, -0.19, 0.01, -0.03, -0.04, -0.11, -0.01, -0.20, 0.02, -0.03, -0.03, -0.10, 0.00, 0.12, 0.11, 0.11, 0.10, 0.12, 0.11, 0.11, 0.11, -0.34, 0.55, -0.21, -0.22, -0.17, -0.19, -0.18, -0.21, -0.22, -0.23, -0.17, -0.19, -0.18, -0.21, -0.20, -0.21, -0.18, -0.19, -0.18, -0.22, 0.12, 0.07, 0.12, 0.09, 0.11, 0.11, 0.09, 0.11, 0.10, 0.11, 0.09, 0.10, 0.12, 0.11, 0.11, 0.12, 0.11, 0.11, 0.10, 0.12, 0.11, 0.10, 0.11, 0.11, 0.11, 0.11, 0.11, 0.11, 0.09, 0.12, -0.24, -0.47, -0.07, -0.12, -0.13, -0.12, -0.10, 0.09, 0.09, 0.09, 0.09, 0.08],
  "charge": 0
}


no.,gap between HOMO and LUMO (eV),strongest force on any atom (eV Å⁻¹),HOMO level (eV)
1,6.4,5.9,-9.5
2,9.7,1.7,-9.2
3,6.1,1.8,-6.5